[1]
58
Properties=species:S:1:pos:R:3 method="wB97M-V/def2-TZVPD" total_energy_ha=-3052.973325 total_charge=+1 relative_energy_ev=1.507 fmax_ha_per_bohr=0.016 lumo_energy_ev=-3.073 homo_ev=-9.745 gap_ev=6.67
Ir 1.3207 0.6077 -0.4940
C 3.0917 -2.1088 -3.8267
C 2.1880 -1.2357 -2.9954
S 2.8709 -0.7514 -1.4455
C 0.9507 -0.8567 -3.3471
C 0.2841 -1.2228 -4.6424
S -0.0441 0.1050 -2.2583
H 4.0394 -2.2805 -3.3185
H 3.3142 -1.6351 -4.7835
H 2.6368 -3.0803 -4.0247
H 0.8584 -1.9682 -5.1889
H 0.1756 -0.3428 -5.2801
H -0.7150 -1.6243 -4.4656
N 4.4008 0.0595 1.2890
C 3.6774 1.1500 1.6163
N 2.5510 1.5064 1.0317
C 2.0787 2.7030 1.5639
C 2.8093 3.2097 2.5748
S 4.1715 2.2087 2.8835
C 0.9181 3.2808 0.9174
C 0.2734 4.4158 1.2380
S -0.9801 4.7253 0.1004
C -0.5759 3.2740 -0.7435
N 0.4408 2.6057 -0.2059
N -1.2646 2.8986 -1.8266
H 4.2797 -0.3214 0.3585
H 5.3277 -0.0222 1.6724
H 2.6486 4.1171 3.1309
H 0.4634 5.0951 2.0510
H -1.8840 3.5595 -2.2644
H -0.8741 2.1481 -2.3984
C 2.0034 -2.1675 1.4822
P 0.7228 -1.0903 0.7913
C -0.1115 -0.4791 2.2725
C -0.4157 -2.2592 0.0279
H 1.4969 -2.9217 2.0878
H 2.6838 -1.6042 2.1166
H 2.5672 -2.6555 0.6912
H -0.4302 -1.3182 2.8944
H -0.9758 0.1114 1.9816
H 0.5838 0.1415 2.8409
H -0.7076 -3.0063 0.7676
H 0.0842 -2.7432 -0.8128
H -1.2943 -1.7356 -0.3383
N -2.4232 0.8611 0.2479
C -3.3711 -0.0238 0.8033
C -3.7546 0.0951 2.1360
C -4.6227 -0.8295 2.6975
C -5.1175 -1.8825 1.9417
C -4.7373 -1.9984 0.6117
C -3.8693 -1.0792 0.0433
H -2.4293 1.7694 0.6933
H -2.5193 0.9762 -0.7511
H -3.3777 0.9191 2.7328
H -4.9173 -0.7203 3.7332
H -5.7985 -2.5985 2.3804
H -5.1225 -2.8091 0.0067
H -3.5801 -1.1719 -0.9984

***

[2]
52
Properties=species:S:1:pos:R:3 method="wB97M-V/def2-TZVPD" total_energy_ha=-1398.991582 relative_energy_ev=0.826 fmax_ha_per_bohr=0.015 lumo_energy_ev=0.453 homo_ev=-7.686 gap_ev=8.14
C -5.0658 -1.5194 -1.9314
C -5.0788 -2.1236 -0.5287
O -4.6457 -1.2333 0.4780
C -5.5835 -0.2332 0.8402
C -4.9605 0.6712 1.9024
C -3.9351 1.6356 1.3175
N -2.8521 0.8932 0.7135
C -1.9121 1.4935 -0.0370
S -1.8336 3.1554 -0.0706
N -1.0670 0.7237 -0.7764
C -0.9606 -0.7162 -0.6588
C 0.1448 -1.0938 0.3277
C 1.4762 -0.5020 -0.1383
C 2.5771 -0.7741 0.8756
O 2.3307 -1.2421 1.9662
C 3.9591 -0.3976 0.4939
C 4.8848 -0.2203 1.5249
C 6.1883 0.1341 1.2533
C 6.6170 0.3128 -0.0590
C 8.0321 0.7056 -0.3448
C 5.7005 0.1223 -1.0861
C 4.3899 -0.2254 -0.8201
C 1.3198 1.0133 -0.3345
C 0.1579 1.3025 -1.2863
H -4.0951 -1.0747 -2.1395
H -5.8291 -0.7529 -2.0385
H -5.2593 -2.3000 -2.6616
H -6.0838 -2.4978 -0.2876
H -4.3756 -2.9602 -0.4796
H -5.8673 0.3658 -0.0351
H -6.4897 -0.7167 1.2353
H -5.7523 1.2470 2.3813
H -4.4840 0.0422 2.6559
H -4.4032 2.2894 0.5692
H -3.5293 2.2836 2.1024
H -3.0465 -0.0931 0.6098
H -0.7093 -1.1017 -1.6549
H -1.9084 -1.1652 -0.3628
H -0.0958 -0.7016 1.3173
H 0.2255 -2.1788 0.4071
H 1.7514 -0.9592 -1.0951
H 4.5501 -0.3628 2.5416
H 6.8889 0.2732 2.0641
H 8.2482 0.6484 -1.4085
H 8.2097 1.7279 -0.0111
H 8.7238 0.0582 0.1914
H 6.0188 0.2459 -2.1116
H 3.7162 -0.3817 -1.6486
H 1.1070 1.4820 0.6288
H 2.2378 1.4498 -0.7292
H 0.3573 0.8721 -2.2732
H 0.0108 2.3787 -1.3887

***

[3]
53
Properties=species:S:1:pos:R:3 method="wB97M-V/def2-TZVPD" total_energy_ha=-1151.296203 relative_energy_ev=1.071 fmax_ha_per_bohr=0.010 lumo_energy_ev=0.609 homo_ev=-8.218 gap_ev=8.83
C 5.4770 3.7796 0.3961
C 4.0912 3.1546 0.4295
O 4.2480 1.7626 0.2480
C 3.1500 0.9689 0.2501
C 1.8448 1.4077 0.4020
C 0.7845 0.5128 0.3804
C 1.0194 -0.8406 0.2058
C -0.0466 -1.8801 0.1819
O 0.1675 -3.0448 0.4566
N -1.2690 -1.4409 -0.2160
C -2.4378 -2.2897 -0.1892
C -3.6136 -1.6017 0.5045
O -3.9957 -1.9634 1.5994
N -4.2017 -0.5759 -0.1544
C -3.8626 -0.0433 -1.4530
C -3.4193 1.4180 -1.3294
C -4.5141 2.2558 -0.6646
C -4.0651 3.7026 -0.4852
C -4.8775 1.6178 0.6778
C -5.2769 0.1563 0.4872
C 2.3348 -1.2928 0.0766
C 3.4016 -0.4173 0.0930
O 4.7122 -0.7540 -0.0093
C 5.0731 -2.1095 -0.1874
C 4.8873 -2.5858 -1.6254
H 5.4027 4.8549 0.5314
H 5.9538 3.5695 -0.5571
H 6.0900 3.3592 1.1880
H 3.4666 3.5734 -0.3727
H 3.6062 3.3587 1.3946
H 1.6374 2.4562 0.5464
H -0.2122 0.8966 0.5417
H -1.3902 -0.4697 -0.4468
H -2.7188 -2.6148 -1.1994
H -2.1703 -3.1739 0.3962
H -3.0865 -0.6379 -1.9311
H -4.7599 -0.0873 -2.0852
H -3.1911 1.8112 -2.3216
H -2.5104 1.4803 -0.7255
H -5.4008 2.2409 -1.3091
H -3.8138 4.1480 -1.4451
H -3.1884 3.7532 0.1572
H -4.8565 4.2922 -0.0291
H -5.7021 2.1600 1.1419
H -4.0186 1.6682 1.3505
H -5.4759 -0.3237 1.4463
H -6.1742 0.0911 -0.1394
H 2.4727 -2.3571 -0.0259
H 6.1339 -2.1407 0.0773
H 4.5223 -2.7517 0.5100
H 5.2488 -3.6059 -1.7210
H 5.4502 -1.9457 -2.3002
H 3.8399 -2.5554 -1.9140

***

[4]
54
Properties=species:S:1:pos:R:3 method="wB97M-V/def2-TZVPD" total_energy_ha=-1226.521634 relative_energy_ev=2.103 fmax_ha_per_bohr=0.014 lumo_energy_ev=0.282 homo_ev=-8.234 gap_ev=8.52
C -2.7673 -2.3784 2.6892
O -3.2983 -1.3730 1.8651
C -2.5924 -0.9747 0.7535
C -1.3598 -1.5230 0.4141
C -0.6854 -1.1146 -0.7294
C 0.6519 -1.6149 -1.1522
O 1.0923 -1.4082 -2.2672
N 1.3756 -2.2723 -0.2077
C 2.7082 -2.7680 -0.4521
C 3.7505 -2.1040 0.4574
C 3.9929 -0.6521 0.0559
O 4.9957 -0.2952 -0.5237
N 3.0023 0.1896 0.4146
C 2.9870 1.5881 0.0353
C 1.6426 1.9651 -0.5920
C 0.5150 1.9992 0.4383
C 0.8644 2.9286 1.5962
C 2.1677 2.4892 2.2559
C 3.3031 2.4875 1.2366
C -1.2663 -0.1596 -1.5585
C -2.4792 0.4129 -1.2301
O -3.1063 1.3702 -1.9617
C -2.4961 1.7956 -3.1572
C -3.1592 0.0232 -0.0541
O -4.3329 0.6782 0.1333
C -5.0636 0.5662 1.3325
H -2.6337 -3.3209 2.1481
H -3.5046 -2.5223 3.4779
H -1.8166 -2.0749 3.1414
H -0.9537 -2.3019 1.0386
H 0.9803 -2.4468 0.7011
H 2.9348 -2.5550 -1.4994
H 2.7287 -3.8530 -0.2970
H 3.4269 -2.1584 1.4998
H 4.6959 -2.6360 0.3541
H 2.1687 -0.1764 0.8431
H 3.7859 1.6951 -0.7072
H 1.4066 1.2518 -1.3835
H 1.7421 2.9531 -1.0451
H 0.3235 0.9940 0.8228
H -0.4068 2.3321 -0.0426
H 0.0540 2.9295 2.3285
H 0.9771 3.9480 1.2209
H 2.0471 1.4882 2.6768
H 2.4155 3.1641 3.0778
H 4.2295 2.1457 1.7013
H 3.4633 3.5044 0.8739
H -0.7285 0.1153 -2.4503
H -3.1676 2.5426 -3.5770
H -2.3814 0.9705 -3.8666
H -1.5177 2.2502 -2.9706
H -5.4755 -0.4359 1.4673
H -5.8785 1.2830 1.2312
H -4.4569 0.8272 2.2025

***

[5]
54
Properties=species:S:1:pos:R:3 method="wB97M-V/def2-TZVPD" total_energy_ha=-1471.479830 total_charge=+2 relative_energy_ev=2.379 fmax_ha_per_bohr=0.085 lumo_energy_ev=-7.950 homo_ev=-11.501 gap_ev=3.55
C 4.3581 -1.4449 -4.3455
C 3.8026 -0.6576 -5.6154
P 2.6385 0.7856 -5.3152
C 2.6181 1.4118 -3.5345
C 0.8794 0.0473 -5.5770
O -0.2457 0.9908 -5.5490
C -1.3664 0.6314 -4.7427
O -2.5216 1.0734 -4.7729
C -0.7463 -0.4650 -3.7634
N -1.6610 -1.3399 -2.9651
C 0.3938 -1.1511 -4.6450
O 1.2860 -1.7679 -3.6923
H 4.4241 -0.8617 -3.3752
H 5.4386 -1.7653 -4.5952
H 3.7988 -2.4342 -4.1670
H 4.7027 -0.2872 -6.2238
H 3.2347 -1.4212 -6.2681
H 1.5712 1.3715 -3.0641
H 2.8723 2.5361 -3.5882
H 3.3846 0.9556 -2.8315
H 0.9191 -0.2727 -6.6813
H -0.2584 0.1899 -2.9491
H -1.7396 -0.8753 -2.0440
H -1.1490 -2.2269 -2.8202
H -0.0287 -2.0669 -5.2013
H 1.2224 -1.3669 -2.8041
C -3.1001 1.7671 -0.4953
N -2.6252 1.3718 0.8499
C -3.0988 0.2401 1.4058
C -2.6453 -0.1815 2.6470
C -1.6846 0.5612 3.3339
C -1.2356 1.7398 2.7353
C -1.7189 2.1274 1.4957
C -1.1335 0.1186 4.6319
C 0.2371 -0.0943 4.7874
C 0.7564 -0.4615 6.0184
N -0.0522 -0.6142 7.0831
C -1.3831 -0.4413 6.9650
C -1.9443 -0.0784 5.7501
C 0.5161 -0.9581 8.4050
H -4.1864 1.8520 -0.4583
H -2.7909 0.9920 -1.1977
H -2.6607 2.7221 -0.7787
H -3.8321 -0.3243 0.8402
H -3.0350 -1.1082 3.0573
H -0.5043 2.3718 3.2298
H -1.3795 3.0357 1.0115
H 0.9175 0.0216 3.9493
H 1.8182 -0.6264 6.1615
H -1.9838 -0.5845 7.8562
H -3.0180 0.0720 5.6961
H 0.0413 -1.8766 8.7499
H 0.3056 -0.1285 9.0812
H 1.5920 -1.1040 8.3196

***

[6]
56
Properties=species:S:1:pos:R:3 method="wB97M-V/def2-TZVPD" total_energy_ha=-1356.657448 total_charge=-1 fmax_ha_per_bohr=0.035 lumo_energy_ev=2.733 homo_ev=-5.528 gap_ev=8.26
O -2.6689 -1.4592 -5.2615
O -1.5530 -0.4435 -0.1268
O -4.2513 0.6734 -3.5357
O 0.3857 -1.0839 -0.9656
O 4.3591 0.9126 0.0325
O 3.1525 -1.5431 -0.9384
C -3.5305 -2.0860 -4.6605
C -0.8544 -0.9241 -1.0476
C -3.5008 0.3450 -2.6125
C 1.0979 3.4229 2.9139
C 2.1008 2.0034 4.5929
C 1.3804 2.4652 1.9364
C 2.3801 1.0443 3.6138
C 1.4508 3.1963 4.2507
C 2.0229 1.2678 2.2763
N -3.0895 1.2364 -1.7037
N 1.7086 -1.0794 1.5929
N -3.7116 -2.0702 -3.3389
C -4.4613 -2.9892 -5.4342
C 1.1154 4.2029 5.3152
C -3.4112 2.6594 -1.7155
C 2.1476 -3.4358 0.9728
C 2.2699 0.2279 1.2117
C 3.7533 -0.0363 0.9279
C 3.7037 -1.4692 0.3930
C 2.7474 -2.1013 1.4093
C -1.5468 -1.3648 -2.3467
C -3.0784 -1.1309 -2.3923
H 4.1000 1.8138 0.2842
H 2.1886 -1.2960 -0.9259
H 0.5835 4.3343 2.6268
H 2.3727 1.8084 5.6253
H 1.0721 2.6362 0.9086
H 2.8481 0.1039 3.8879
H -2.5033 0.8753 -0.9495
H 0.9105 -1.2679 0.9629
H -4.4592 -2.6322 -2.9778
H -5.4708 -2.5887 -5.3712
H -4.1386 -3.0097 -6.4737
H -4.4215 -3.9916 -5.0152
H 0.5441 5.0385 4.8991
H 0.5148 3.7310 6.0988
H 2.0324 4.5973 5.7631
H -4.4794 2.7918 -1.8928
H -2.8559 3.1504 -2.5155
H -3.1432 3.1046 -0.7571
H 1.5383 -3.3127 0.0720
H 1.5095 -3.8356 1.7658
H 2.9427 -4.1562 0.7605
H 1.7970 0.5538 0.2784
H 4.3114 -0.0287 1.8692
H 4.6926 -1.9351 0.4182
H 3.2830 -2.2491 2.3535
H -1.0795 -0.8457 -3.1850
H -1.3540 -2.4330 -2.4658
H -3.4544 -1.3983 -1.4045

***

[7]
54
Properties=species:S:1:pos:R:3 method="wB97M-V/def2-TZVPD" total_energy_ha=-1849.883546 multiplicity=6 total_charge=+3 s_squared=8.809 fmax_ha_per_bohr=0.059 lumo_energy_ev="-9.321 / -13.209" homo_ev="-16.671 / -17.819" gap_ev="7.35 / 4.61"
Ru -0.1317 0.0524 -0.0307
S 1.4396 -1.1305 -1.1840
S -0.1158 1.8192 1.3651
C 3.1715 -0.5051 -1.1100
C 1.0793 -0.3573 -2.8125
C 0.9806 1.1480 -2.7135
N 0.0901 1.5293 -1.5781
C 0.4097 2.9147 -1.1549
C -0.2566 3.2180 0.1610
H 0.1439 -0.7891 -3.1821
H 1.9031 -0.6478 -3.4709
H 0.5636 1.6050 -3.6179
H 1.9610 1.6229 -2.5612
H 0.0809 3.5931 -1.9439
H 1.4939 3.0020 -1.0582
H -1.3353 3.3577 0.0164
H 0.1582 4.1045 0.6502
C 1.6904 1.8445 1.6931
H -0.8725 1.5133 -1.9114
H 2.2895 1.4606 0.8486
H 1.8159 1.2000 2.5742
H 1.9556 2.8830 1.9385
H 3.6475 -1.1682 -0.3747
H 3.2734 0.5504 -0.8075
H 3.5848 -0.6750 -2.1178
C -3.9608 0.4450 -1.7296
C -4.3487 -0.3821 -0.7505
H -3.7545 0.0594 -2.7334
H -3.9143 1.5250 -1.6293
H -4.5540 -1.4413 -0.9443
H -4.5780 -0.0418 0.2523
C 1.3011 -0.8876 5.3834
C 2.0239 -1.5737 4.3889
C 1.5213 -1.6371 3.0911
C 0.3288 -0.9546 2.7853
C -0.4073 -0.2731 3.7750
C 0.0827 -0.2697 5.0808
N -0.2536 -1.1899 1.4786
N -0.5132 -2.5297 1.3163
C -1.1912 -2.7241 0.1401
C -1.6581 -3.9772 -0.2754
C -2.3958 -4.0529 -1.4390
C -2.6393 -2.8882 -2.2032
C -2.0311 -1.7061 -1.8320
N -1.3419 -1.6191 -0.6781
H 1.6905 -0.8490 6.3894
H 2.9723 -2.0629 4.6172
H 1.9683 -2.2490 2.3087
H -1.3767 0.1362 3.5038
H -0.4808 0.2262 5.8754
H -1.3476 -4.8054 0.3558
H -2.7532 -5.0057 -1.8120
H -3.3141 -2.8701 -3.0791
H -2.1629 -0.7601 -2.3564

***

[8]
56
Properties=species:S:1:pos:R:3 method="wB97M-V/def2-TZVPD" total_energy_ha=-1345.894507 multiplicity=5 total_charge=+4 s_squared=6.059 relative_energy_ev=0.000 fmax_ha_per_bohr=0.114 lumo_energy_ev="-12.018 / -16.596" homo_ev="-19.880 / -19.492" gap_ev="7.86 / 2.90"
N -1.0974 -1.6643 -1.5347
C -2.0802 -2.2169 -1.8103
C -3.3329 -2.8830 -2.1011
H -3.4657 -3.7458 -1.4372
H -3.3427 -3.2276 -3.1424
H -4.1605 -2.1771 -1.9453
N 1.7305 1.4948 -2.8993
C 2.0486 2.3544 -3.6160
C 2.3556 3.5336 -4.3839
H 2.2483 3.3103 -5.4493
H 3.3837 3.8442 -4.1661
H 1.6548 4.3292 -4.0938
N 2.1303 -1.0220 0.7159
C 2.7725 -1.2131 1.6685
C 3.5214 -1.4422 2.8833
H 3.6777 -0.4837 3.3987
H 4.4951 -1.8887 2.6511
H 2.9648 -2.1242 3.5409
Pd 0.9073 0.3107 -1.4420
C 1.5958 1.5021 -0.0906
O 2.1216 2.2049 0.6538
C -0.8239 0.9989 -1.9871
O -1.8085 1.3894 -2.4298
C 1.1336 -2.2927 -3.4389
C 1.3447 -3.0625 -2.2913
C 2.4611 -2.8281 -1.4865
C 3.3712 -1.8226 -1.8231
C 3.1636 -1.0505 -2.9722
C 2.0446 -1.2867 -3.7806
H 0.2640 -2.4812 -4.0769
H 0.6435 -3.8610 -2.0214
H 2.6204 -3.4450 -0.5940
H 4.2499 -1.6398 -1.1963
H 3.9014 -0.2903 -3.2539
H 1.8992 -0.7146 -4.7046
C -1.8890 3.2046 1.4404
N -2.3342 2.1796 2.3856
C -3.7085 2.2513 2.8513
C -1.7119 0.9352 2.3030
N -1.0297 0.4769 1.3056
N -1.8234 0.0721 3.3565
C -2.3688 0.3775 4.6578
C -1.0209 -1.1117 3.1691
H -1.8424 4.1999 1.9107
H -2.5595 3.2609 0.5613
H -0.8818 2.9155 1.1013
H -4.2125 1.2906 2.6814
H -3.7628 2.5067 3.9150
H -4.2518 3.0214 2.2894
H -1.2236 0.9065 0.4203
H -2.0167 -0.3987 5.3576
H -2.0407 1.3678 5.0245
H -3.4723 0.3491 4.6482
H -1.3817 -1.6380 2.2824
H 0.0160 -0.8370 2.9444
H -1.0770 -1.7388 4.0504